Entry 1:
C12H17N | the ωB97M-V functional and the def2-TZVPD basis

Structure (ORCA input):
```
! wB97M-V def2-TZVPD RIJCOSX def2/J DEFGRID3
* xyz 0 1
C 3.85 -1.36 -0.26
C 3.07 -0.65 -1.40
C 3.04 -1.22 1.04
H 4.77 -0.76 -0.17
H 4.15 -2.38 -0.51
H 3.08 0.40 -1.18
H 3.51 -0.75 -2.39
H 3.68 -1.53 1.86
H 2.04 -1.00 -1.37
H 2.08 -1.71 0.90
H 2.71 -0.18 1.07
C -3.35 0.18 -2.12
C -1.83 0.69 -0.11
C -2.66 -0.22 -0.86
C -1.45 0.03 1.07
C -2.93 -1.28 -0.04
C -0.69 2.63 0.67
C -0.18 1.89 1.73
C -1.45 2.02 -0.31
C -0.63 0.63 2.04
N -2.21 -1.11 1.14
H -0.54 3.70 0.57
H 0.44 2.39 2.47
H -1.70 2.51 -1.24
H -0.39 0.18 2.98
H -4.39 0.48 -1.99
H -3.38 -0.65 -2.79
H -3.56 -2.14 -0.04
H -2.26 -1.73 1.92
H -2.82 0.94 -2.69
*
```

As for the SMILES: Cc1c[nH]c2ccccc12.CCC. As for the energy above the lowest of the compared OMol25 structures with the same formula, charge and spin: 73.1 kJ/mol. The calculation puts the orbital gap at 8.73 eV. The calculation puts the energy at -522.19245 a.u. As for the max |F|: 0.03232 Eh/bohr.

=====

Entry 2:
C4H7NO | the ωB97M-V functional and the def2-TZVPD basis

Structure (ORCA input):
```
! wB97M-V def2-TZVPD RIJCOSX def2/J DEFGRID3
* xyz 0 1
C 0.81 -0.01 1.82
C 0.73 0.33 0.34
O -0.08 -0.65 -0.29
C -0.48 -0.30 -1.58
C -1.53 0.75 -1.57
N -2.35 1.56 -1.54
H 1.21 -1.02 1.96
H 1.45 0.70 2.34
H -0.19 0.03 2.26
H 1.73 0.34 -0.12
H 0.28 1.33 0.20
H -0.89 -1.19 -2.05
H 0.36 0.07 -2.20
*
```

As for the SMILES: CCOCC#N. As for the energy above the lowest of the compared OMol25 structures with the same formula, charge and spin: 146.0 kJ/mol. The calculation puts the orbital gap at 11.71 eV. The calculation puts the energy at -286.57605 a.u. As for the max |F|: 0.02170 Eh/bohr.

=====

Entry 3:
C4H9BrN3O | the ωB97M-V functional and the def2-TZVPD basis

Structure (ORCA input):
```
! wB97M-V def2-TZVPD RIJCOSX def2/J DEFGRID3
* xyz 1 1
C 1.36 -1.16 0.68
C -0.21 -1.51 -1.12
C -1.11 0.06 -0.40
C -0.20 2.19 0.08
N 0.70 -1.97 -0.20
N 1.21 0.23 0.39
N -0.18 0.73 0.51
O 1.97 -1.50 1.60
Br -2.64 -0.65 0.45
H -0.97 -2.19 -1.29
H 0.24 -1.05 -2.01
H -1.36 0.63 -1.24
H -0.50 2.15 -0.98
H -0.98 2.73 0.66
H 0.81 2.50 0.22
H 0.57 -2.91 0.28
H 1.76 0.97 0.89
H -0.46 0.74 1.48
*
```

As for the energy above the lowest of the compared OMol25 structures with the same formula, charge and spin: 196.0 kJ/mol. The calculation puts the orbital gap at 10.29 eV. The calculation puts the energy at -2970.98861 a.u. As for the max |F|: 0.10870 Eh/bohr.

=====

Entry 4:
C22H26FN3O2 | the ωB97M-V functional and the def2-TZVPD basis

Structure (ORCA input):
```
! wB97M-V def2-TZVPD RIJCOSX def2/J DEFGRID3
* xyz 0 1
C 0.00 3.90 -0.90
C 0.80 2.64 -0.97
C 1.01 1.89 0.18
C 1.68 0.69 0.13
C 2.20 0.23 -1.08
C 2.04 0.98 -2.23
C 1.33 2.18 -2.17
H 1.19 2.75 -3.07
C 2.65 0.52 -3.52
H 3.70 0.81 -3.55
H 2.60 -0.56 -3.61
H 2.15 0.98 -4.37
H 2.73 -0.71 -1.11
N 1.83 -0.08 1.31
C 1.51 -1.40 1.40
O 1.14 -2.06 0.45
C 1.57 -1.98 2.81
N 0.28 -2.06 3.47
C -0.27 -0.83 4.01
C -1.05 0.03 3.01
H -1.63 0.77 3.57
C -1.98 -0.82 2.12
N -1.56 -0.81 0.73
C -1.84 0.24 -0.07
O -2.43 1.23 0.34
C -1.44 0.11 -1.51
C -0.65 -0.91 -2.02
C -0.39 -0.93 -3.37
C -0.88 0.03 -4.24
C -1.65 1.05 -3.72
C -1.93 1.09 -2.37
H -2.54 1.87 -1.95
H -2.04 1.81 -4.38
H -0.65 -0.04 -5.29
F 0.37 -1.93 -3.87
H -0.20 -1.68 -1.40
H -0.93 -1.54 0.42
C -2.08 -2.25 2.64
C -0.70 -2.91 2.80
H -0.32 -3.20 1.82
H -0.82 -3.82 3.40
H -2.59 -2.22 3.61
H -2.68 -2.85 1.96
H -2.98 -0.36 2.12
H -0.37 0.59 2.36
H 0.55 -0.25 4.45
H -0.94 -1.12 4.83
H 2.24 -1.39 3.45
H 1.96 -3.00 2.74
H 1.99 0.43 2.16
H 0.61 2.25 1.12
H -0.11 4.34 -1.89
H 0.48 4.63 -0.25
H -0.98 3.68 -0.49
*
```

As for the SMILES: Cc1cc(C)cc(NC(=O)CN2CCC(NC(=O)c3cccc(F)c3)CC2)c1. As for the energy above the lowest of the compared OMol25 structures with the same formula, charge and spin: 20.6 kJ/mol. The calculation puts the orbital gap at 8.97 eV. The calculation puts the energy at -1268.60431 a.u. As for the max |F|: 0.01028 Eh/bohr.